# 1
This record from the OMol25 dataset describes a 8-piece molecular cluster, C35H46BNO26 overall in a non-equilibrium geometry. The level of theory is ωB97M-V/def2-TZVPD.

ORCA input file:
```
! wB97M-V def2-TZVPD RIJCOSX def2/J DEFGRID3
* xyz 0 1
N -2.089 -1.094 -0.401
C -2.403 -1.632 -1.391
O -2.711 -2.245 -2.481
C -1.523 -2.522 -3.206
C -0.731 -3.493 -2.810
C 0.517 -3.729 -3.578
O 1.364 -4.471 -3.146
C 0.694 -3.043 -4.890
B 1.909 -3.540 -5.808
O 2.846 -2.689 -6.283
O 1.977 -4.859 -6.121
C -0.142 -2.091 -5.269
C -1.233 -1.670 -4.370
O -1.849 -0.647 -4.567
H -0.966 -4.101 -1.940
H 2.531 -1.788 -6.199
H 1.109 -5.244 -6.009
H -0.042 -1.588 -6.213
C -6.541 -1.535 -6.087
C -5.445 -2.499 -5.716
C -4.082 -2.131 -6.248
O -3.452 -3.415 -6.390
C -4.435 -4.335 -6.572
O -4.247 -5.458 -6.905
O -5.649 -3.792 -6.326
H -6.707 -1.535 -7.166
H -7.480 -1.826 -5.620
H -6.295 -0.531 -5.762
H -5.419 -2.641 -4.632
H -3.509 -1.511 -5.565
H -4.122 -1.650 -7.229
C -0.597 0.699 1.754
C 0.725 1.237 2.240
C 0.637 2.539 2.995
O 1.915 3.142 2.717
C 2.350 2.646 1.535
O 3.285 3.071 0.936
O 1.583 1.606 1.135
H -1.037 1.362 1.009
H -0.466 -0.266 1.274
H -1.296 0.580 2.582
H 1.248 0.477 2.829
H 0.507 2.396 4.061
H -0.151 3.196 2.623
C -8.913 3.415 -6.480
C -8.646 2.917 -5.081
C -7.422 3.512 -4.424
O -7.008 2.462 -3.542
C -7.449 1.292 -4.061
O -7.119 0.218 -3.684
O -8.315 1.516 -5.081
H -8.114 3.108 -7.156
H -9.839 2.990 -6.866
H -8.998 4.501 -6.496
H -9.532 3.052 -4.455
H -7.640 4.418 -3.864
H -6.614 3.714 -5.132
C 2.202 6.157 8.240
C 2.054 5.083 7.192
C 1.483 5.557 5.883
O 0.842 4.368 5.402
C 0.500 3.617 6.478
O -0.206 2.662 6.427
O 1.089 4.089 7.598
H 1.224 6.533 8.546
H 2.683 5.756 9.131
H 2.805 6.983 7.865
H 3.008 4.576 7.031
H 2.252 5.883 5.189
H 0.737 6.348 5.989
C 6.542 4.054 2.799
C 5.976 4.259 4.182
C 4.731 5.104 4.217
O 4.812 5.714 5.519
C 6.128 5.768 5.863
O 6.552 6.380 6.785
O 6.874 5.031 5.007
H 6.893 4.999 2.383
H 7.402 3.384 2.838
H 5.797 3.623 2.129
H 5.810 3.295 4.671
H 3.820 4.514 4.122
H 4.726 5.893 3.462
C 0.150 -8.760 -0.327
C -0.367 -7.612 0.505
C -1.867 -7.586 0.678
O -2.130 -6.182 0.825
C -1.141 -5.517 0.194
O -1.155 -4.347 -0.039
O -0.136 -6.349 -0.147
H -0.201 -8.679 -1.356
H 1.239 -8.748 -0.359
H -0.173 -9.715 0.087
H 0.141 -7.587 1.473
H -2.203 -8.131 1.557
H -2.405 -7.952 -0.199
C 4.396 -0.432 3.756
C 5.772 -0.447 3.135
C 6.527 -1.743 3.319
O 7.890 -1.303 3.317
C 7.908 -0.015 3.738
O 8.884 0.589 4.025
O 6.646 0.491 3.789
H 4.463 -0.511 4.842
H 3.888 0.507 3.534
H 3.788 -1.252 3.374
H 5.712 -0.171 2.078
H 6.354 -2.452 2.513
H 6.316 -2.226 4.276
*
```

Values from the calculation:
Highest occupied orbital energy, eV: -10.62
HOMO-LUMO gap, eV: 8.7016
LUMO energy, hartree: -0.07049
SMILES: N#COC1=CC(=O)C(B(O)O)=CC1=O.C[C@@H]1COC(=O)O1.C[C@@H]1COC(=O)O1.C[C@@H]1COC(=O)O1.C[C@@H]1COC(=O)O1.C[C@@H]1COC(=O)O1.C[C@@H]1COC(=O)O1.C[C@@H]1COC(=O)O1

# 2
This record from the OMol25 dataset describes C35H46MnN6O3P2 as an isolated structure in a non-equilibrium geometry. The level of theory is ωB97M-V/def2-TZVPD.

ORCA input file:
```
! wB97M-V def2-TZVPD RIJCOSX def2/J DEFGRID3
* xyz 0 6
Mn -0.286 -3.439 1.121
C -0.871 2.239 2.801
C -1.242 1.415 1.825
C -0.699 1.307 0.431
C 0.615 0.564 0.186
C 1.914 1.036 0.743
C 2.127 2.074 1.556
C 1.246 3.283 1.658
C 0.233 3.220 2.828
C 1.210 -2.313 2.046
H -1.468 2.212 3.718
H -2.038 0.684 2.034
H -0.672 2.297 -0.030
H -1.457 0.709 -0.123
H 0.484 -0.492 0.496
H 0.733 0.496 -0.907
H 2.732 0.347 0.540
H 3.033 2.096 2.185
H 0.762 3.530 0.706
H 1.939 4.102 1.933
H 0.788 3.020 3.757
H -0.206 4.217 2.970
H 0.953 -1.390 2.583
H 2.038 -2.124 1.336
H 1.487 -3.070 2.823
P 1.866 -1.207 -3.471
P -1.599 -0.595 -3.292
N 3.267 -0.112 -3.747
N 2.549 -2.439 -4.607
N -1.738 1.156 -3.706
N -3.177 -0.979 -4.009
C 0.815 -0.354 -4.757
C -0.594 -0.975 -4.813
C 4.179 0.259 -2.751
C 5.142 1.090 -3.314
C 4.830 1.230 -4.703
C 3.685 0.483 -4.939
C 2.840 -3.743 -4.187
C 3.247 -4.489 -5.291
C 3.219 -3.623 -6.428
C 2.803 -2.378 -5.979
C -1.577 2.162 -2.744
C -1.481 3.396 -3.379
C -1.608 3.160 -4.781
C -1.749 1.789 -4.954
C -3.990 -0.337 -4.955
C -4.982 -1.217 -5.379
C -4.774 -2.456 -4.684
C -3.665 -2.295 -3.868
H 1.236 -0.367 -5.778
H 0.759 0.708 -4.470
H -1.106 -0.640 -5.733
H -0.527 -2.075 -4.864
H 4.040 -0.089 -1.743
H 5.973 1.551 -2.798
H 5.364 1.803 -5.445
H 3.121 0.360 -5.852
H 2.727 -4.007 -3.151
H 3.533 -5.529 -5.286
H 3.470 -3.869 -7.450
H 2.658 -1.463 -6.538
H -1.608 1.915 -1.703
H -1.324 4.354 -2.893
H -1.602 3.900 -5.571
H -1.916 1.232 -5.863
H -3.825 0.684 -5.250
H -5.755 -0.997 -6.103
H -5.368 -3.356 -4.781
H -3.172 -2.973 -3.192
C -2.077 1.930 7.358
C -2.443 0.520 6.946
C -1.271 -0.455 6.582
C -0.371 -0.657 7.844
C 0.466 0.516 8.317
C -1.937 -1.817 6.269
O -2.525 -2.467 7.118
N -1.832 -2.318 4.980
C -1.010 -1.835 3.965
O -0.907 -2.560 2.932
N -0.379 -0.680 4.176
C -0.419 -0.017 5.360
O 0.263 1.024 5.450
H -1.893 1.987 8.434
H -2.911 2.602 7.140
H -1.192 2.281 6.820
H -2.969 0.032 7.788
H -3.170 0.546 6.116
H -1.042 -0.986 8.650
H 0.303 -1.499 7.633
H -0.119 1.227 8.910
H 1.273 0.126 8.947
H 0.901 1.022 7.445
H -2.273 -3.207 4.802
*
```

Values from the calculation:
Highest occupied orbital energy (spin up / spin down), eV: -8.35 / -8.35
HOMO-LUMO gap (spin up / spin down), eV: 6.2212 / 5.9662
LUMO energy (spin up / spin down), hartree: -0.07821 / -0.08759

# 3
This record from the OMol25 dataset describes C35H47AsCoN9OPS2 as an isolated structure in a non-equilibrium geometry. The level of theory is ωB97M-V/def2-TZVPD.

ORCA input file:
```
! wB97M-V def2-TZVPD RIJCOSX def2/J DEFGRID3
* xyz 2 2
Co 0.156 -0.350 -0.133
C 2.270 -0.531 4.862
N 2.091 -0.102 3.477
C 3.005 0.603 2.739
C 2.440 0.798 1.516
N 1.196 0.230 1.499
C 1.010 -0.315 2.692
P -0.495 -1.180 3.241
C -1.689 -0.138 2.351
N -1.617 0.194 1.071
C -2.756 0.898 0.796
C -3.521 0.987 1.922
N -2.837 0.330 2.904
C -3.280 0.171 4.288
C -0.414 -2.523 2.020
N -0.370 -2.335 0.714
C -0.329 -3.580 0.153
C -0.363 -4.526 1.135
N -0.416 -3.846 2.319
C -0.489 -4.452 3.646
H 3.208 -0.124 5.228
H 2.311 -1.617 4.921
H 1.458 -0.162 5.483
H 3.953 0.909 3.145
H 2.835 1.333 0.670
H -2.968 1.305 -0.178
H -4.478 1.449 2.100
H -4.203 0.728 4.417
H -2.532 0.564 4.972
H -3.465 -0.877 4.513
H -0.284 -3.732 -0.912
H -0.351 -5.602 1.094
H -0.314 -5.519 3.545
H -1.472 -4.295 4.087
H 0.272 -4.031 4.297
C 1.984 -2.488 -2.887
C 1.812 -1.023 -3.115
N 1.336 -0.172 -2.242
C 1.358 1.115 -2.733
C 1.827 1.235 -4.002
S 2.280 -0.298 -4.596
C 0.947 2.201 -1.840
C 1.210 3.517 -2.036
S 0.677 4.415 -0.696
C 0.131 2.986 0.066
N 0.313 1.897 -0.645
C -0.495 3.088 1.420
H 1.466 -2.779 -1.978
H 3.043 -2.726 -2.767
H 1.612 -3.065 -3.733
H 1.925 2.125 -4.602
H 1.712 3.983 -2.868
H -0.130 3.975 1.936
H -0.259 2.208 2.011
H -1.579 3.171 1.336
C -1.280 -2.073 -3.314
As -1.590 -0.905 -1.791
C -2.186 0.681 -2.743
C -3.148 -1.787 -0.989
C -4.532 -1.408 -1.453
C -5.514 -1.183 -0.491
C -6.824 -0.906 -0.855
C -7.175 -0.846 -2.195
C -6.206 -1.064 -3.164
C -4.899 -1.344 -2.795
H -2.217 -2.239 -3.840
H -0.894 -3.037 -2.989
H -0.571 -1.612 -3.996
H -3.214 0.578 -3.084
H -1.528 0.803 -3.603
H -2.093 1.567 -2.119
H -3.063 -1.617 0.081
H -2.964 -2.854 -1.145
H -5.249 -1.234 0.560
H -7.574 -0.746 -0.090
H -8.196 -0.639 -2.483
H -6.470 -1.023 -4.213
H -4.168 -1.526 -3.573
O 2.301 -1.830 0.098
C 3.501 -1.996 -0.128
C 4.237 -3.206 0.391
C 5.299 -2.844 1.444
C 6.631 -2.381 0.855
C 6.553 -1.080 0.064
C 5.637 -1.168 -1.152
N 4.214 -1.086 -0.822
H 4.710 -3.741 -0.439
H 3.477 -3.858 0.817
H 5.477 -3.725 2.062
H 4.896 -2.069 2.105
H 7.018 -3.170 0.202
H 7.355 -2.266 1.663
H 7.554 -0.810 -0.279
H 6.203 -0.266 0.707
H 5.831 -2.098 -1.695
H 5.840 -0.352 -1.843
H 3.694 -0.278 -1.126
*
```

Values from the calculation:
Highest occupied orbital energy (spin up / spin down), eV: -12.99 / -12.98
HOMO-LUMO gap (spin up / spin down), eV: 8.2535 / 8.5792
LUMO energy (spin up / spin down), hartree: -0.17392 / -0.16184